Record 1
The following is a quantum chemistry calculation of C38H26CrNO3 as an isolated structure in a non-equilibrium geometry, from the Open Molecules 2025 dataset.

Element x y z (Å)
C1 -2.81642 4.27241 -1.14359
C2 -1.88435 3.27263 -0.81248
C3 -1.74280 2.93973 0.52780
C4 -2.53829 3.58402 1.50839
C5 -3.44864 4.58865 1.18851
C6 -3.58002 4.92352 -0.16036
C7 -2.19197 3.02200 2.78693
C8 -1.19173 2.04503 2.56482
C9 -0.62160 1.31689 3.59272
C10 -1.06285 1.59356 4.89440
C11 -2.05026 2.57104 5.13105
C12 -2.62033 3.29873 4.08172
N1 -0.91757 1.98196 1.17720
C13 -0.07756 1.08399 0.56474
C14 0.37639 -0.15699 0.98212
H1 -2.95354 4.55277 -2.18723
H2 -1.28135 2.77209 -1.56123
H3 -4.02277 5.08745 1.97442
H4 -4.28948 5.69188 -0.46065
H5 0.14865 0.58561 3.36877
H6 -0.63574 1.02928 5.72161
H7 -2.38672 2.74129 6.15373
H8 -3.36531 4.07959 4.24106
H9 0.15336 1.37499 -0.47406
H10 -0.22003 -1.00535 0.55721
H11 0.97811 -0.32448 1.88467
O1 -3.26528 -1.17095 -0.50852
C15 -2.81316 -1.69277 -1.45837
Cr1 -2.06425 -2.24501 -3.08648
C16 -1.42501 -0.44707 -3.18737
O2 -1.24161 0.72131 -3.18673
C17 -3.61328 -1.47657 -3.88981
O3 -4.59088 -0.90597 -4.16700
C18 -2.37079 -4.03744 -4.24765
C19 -2.35427 -4.37877 -2.88603
C20 -1.32046 -3.94056 -2.05708
C21 -0.23740 -3.19930 -2.58171
C22 0.69069 -2.49447 -1.72163
C23 1.39223 -1.81999 -0.97271
C24 2.09851 -1.11087 0.05279
C25 2.77575 0.14435 -0.36311
C26 2.16326 0.84790 -1.42140
C27 2.59603 2.11818 -1.79541
C28 3.73347 2.67049 -1.19022
C29 4.39984 1.95423 -0.18419
C30 3.98465 0.66397 0.17561
C31 2.76986 -1.94906 1.06578
C32 2.98435 -3.34742 0.88960
C33 3.68211 -4.07466 1.85679
C34 4.09474 -3.47658 3.05286
C35 3.74923 -2.14450 3.29898
C36 3.15472 -1.36210 2.29309
C37 -0.24306 -2.90249 -3.95975
C38 -1.27336 -3.33667 -4.78777
H12 -3.22293 -4.31630 -4.88686
H13 -3.18790 -4.94209 -2.46483
H14 -1.36412 -4.11939 -0.98391
H15 1.26517 0.42010 -1.89955
H16 2.02695 2.65766 -2.57443
H17 4.11322 3.62896 -1.54197
H18 5.27187 2.37754 0.30446
H19 4.56040 0.06064 0.89209
H20 2.60787 -3.85613 -0.00992
H21 3.90613 -5.11862 1.68028
H22 4.65764 -4.02951 3.80643
H23 3.94352 -1.67431 4.27273
H24 2.93284 -0.29542 2.45946
H25 0.54605 -2.25979 -4.34398
H26 -1.27049 -3.06284 -5.84478

Results
- Charge: +2
- Spin multiplicity: 4
- HOMO-LUMO gap (alpha / beta): 5.47 / 4.49 eV
- ΔE to the lowest compared entry with this formula, charge and spin: 0.0 kcal per mole
- HOMO (alpha / beta): -11.70 / -12.94 eV

Here are the Löwdin charges for atoms 1 to 4, given in e:
1. C -0.0537
2. C -0.0033
3. C -0.1240
4. C -0.1007

---

Record 2
The following is a quantum chemistry calculation of a 2-piece molecular cluster, C19H35BrN2O8 overall in a non-equilibrium geometry, from the Open Molecules 2025 dataset.

Element x y z (Å)
C1 -1.85667 3.97539 -3.79278
C2 -1.82082 5.40127 -3.27541
C3 -3.13526 6.22688 -2.74912
O1 -3.74765 7.03782 -3.65613
O2 -3.69311 6.22463 -1.38872
C4 -3.59407 4.90865 -0.74022
C5 -2.50181 5.04684 0.47814
C6 -1.03444 4.39212 0.07332
C7 0.00856 4.37252 1.35469
C8 1.47925 3.86169 0.74398
C9 1.38933 2.20423 0.74661
O3 2.51997 1.54327 0.07643
C10 1.89995 0.39189 -0.65012
O4 1.12471 -0.53805 -0.06793
N1 2.08740 0.23038 -2.17247
Br1 3.58732 1.32407 -2.57839
C11 2.56211 -1.18003 -2.48825
C12 2.64319 -1.41319 -4.14134
O5 4.01640 -1.69725 -4.58734
C13 4.56508 -0.62363 -5.43130
O6 4.07362 -0.31590 -6.66270
H1 -0.92952 3.28361 -3.57853
H2 -2.79717 3.53162 -4.37586
H3 -0.74850 5.90920 -3.31254
H4 -4.65294 4.71068 -0.22578
H5 -3.41836 4.00635 -1.46420
H6 -2.40291 6.19894 0.77030
H7 -2.98107 4.53697 1.44465
H8 -1.23789 3.33852 -0.39745
H9 -0.55393 5.09458 -0.75092
H10 -0.31290 3.58188 2.18939
H11 0.13470 5.43905 1.87137
H12 1.52412 4.30902 -0.35329
H13 2.38980 4.27924 1.34998
H14 1.30903 1.83062 1.87240
H15 0.35349 1.94646 0.23020
H16 1.85751 -2.02317 -2.08544
H17 3.67818 -1.27196 -2.09524
H18 1.97680 -2.33539 -4.46249
H19 2.17285 -0.47056 -4.66636
H20 5.45440 0.02072 -4.97451
C14 -1.74002 -2.44640 1.19776
O7 -1.69053 -2.65056 2.60353
C15 -2.51007 -3.73475 3.05490
C16 -1.64930 -4.93415 3.48678
N2 -1.01379 -5.58267 2.33422
C17 0.04669 -6.53145 2.69110
C18 1.26119 -5.99265 3.47601
O8 2.09817 -5.11009 2.72589
C19 1.63226 -3.76824 2.65939
H21 -1.27871 -1.47932 0.97825
H22 -1.17199 -3.21654 0.67116
H23 -2.77186 -2.42862 0.83236
H24 -3.26302 -4.02483 2.30854
H25 -3.04808 -3.36752 3.93570
H26 -2.28064 -5.66308 4.00540
H27 -0.90490 -4.56162 4.19462
H28 -0.61012 -4.87070 1.73099
H29 0.41699 -6.94957 1.74876
H30 -0.39929 -7.36330 3.24924
H31 1.89174 -6.85525 3.72190
H32 0.98463 -5.54647 4.43728
H33 1.12083 -3.45832 3.57435
H34 0.99018 -3.63827 1.78888
H35 2.50091 -3.11563 2.51640

Results
- SMILES: C=CC(=O)OCCCCCCOC(=O)N(Br)CCOC=O.COCCNCCOC
- HOMO-LUMO gap: 8.26 eV
- HOMO: -8.68 eV

Here are the Löwdin charges for atoms 1 to 4, given in e:
1. C -0.0090
2. C -0.0639
3. C -0.2435
4. O -0.0335

---

Record 3
The following is a quantum chemistry calculation of C34H26F9MnNO3P2S as an isolated structure, from the Open Molecules 2025 dataset.

Element x y z (Å)
Mn1 2.06347 0.29391 0.67793
O1 0.64361 -1.37285 1.30770
P1 -0.69148 -1.74041 0.74213
C1 -1.90421 -0.45796 1.23879
P2 -1.48691 1.09040 0.38026
O2 -0.02757 1.13223 0.07727
C2 -2.46251 1.19788 -1.12449
C3 -1.77991 1.51406 -2.29627
C4 -2.48522 1.65707 -3.48441
C5 -3.86301 1.48739 -3.49908
C6 -4.54442 1.17375 -2.32809
C7 -3.84629 1.03290 -1.13908
C8 -2.00235 2.42888 1.45597
C9 -1.22755 3.58716 1.43686
C10 -1.55617 4.64618 2.26959
C11 -2.65007 4.54930 3.11930
C12 -3.42670 3.39722 3.13540
C13 -3.10393 2.33499 2.30428
C14 -0.75330 -1.87079 -1.04840
C15 -1.97113 -1.93742 -1.72965
C16 -1.98944 -2.00908 -3.11335
C17 -0.79209 -2.01230 -3.81929
C18 0.42039 -1.94843 -3.14436
C19 0.44540 -1.88037 -1.75787
C20 -1.30857 -3.27650 1.44430
C21 -1.06040 -3.46391 2.80622
C22 -1.49331 -4.61816 3.43869
C23 -2.17218 -5.59054 2.71576
C24 -2.40762 -5.41499 1.35946
C25 -1.97352 -4.26202 0.71910
H1 -1.69848 -0.27611 2.29531
H2 -2.94020 -0.77934 1.11356
H3 -0.70244 1.62891 -2.26247
H4 -1.95727 1.89814 -4.39937
H5 -4.41271 1.60348 -4.42525
H6 -5.62008 1.04594 -2.34326
H7 -4.38078 0.79434 -0.22410
H8 -0.35895 3.64114 0.79027
H9 -0.94646 5.54198 2.26402
H10 -2.89528 5.37232 3.77886
H11 -4.27666 3.32173 3.80334
H12 -3.71324 1.43645 2.32038
H13 -2.90849 -1.90437 -1.18272
H14 -2.93575 -2.05497 -3.63974
H15 -0.80647 -2.07123 -4.90168
H16 1.35488 -1.96071 -3.69369
H17 1.39607 -1.87703 -1.23858
H18 -0.50600 -2.71167 3.35667
H19 -1.28823 -4.76633 4.49103
H20 -2.50641 -6.49551 3.20896
H21 -2.91839 -6.18415 0.79457
H22 -2.13441 -4.14962 -0.34429
S1 2.18915 2.11581 2.40947
C26 2.41172 3.03501 0.95403
C27 2.57809 4.43301 0.93566
C28 2.73783 5.08100 -0.26911
C29 2.73947 4.34806 -1.45713
C30 2.58172 2.98426 -1.36765
N1 2.41499 2.34380 -0.20583
H23 2.58726 4.96326 1.87900
H24 2.86837 6.15674 -0.29759
H25 2.87315 4.82520 -2.41900
H26 2.58554 2.36124 -2.25597
F1 6.69778 -0.57381 -0.15677
C31 5.39527 -0.37394 -0.37092
F2 5.23629 -0.03814 -1.66268
F3 5.04302 0.69676 0.36754
C32 4.42422 -1.57072 -0.03179
O3 3.15238 -1.20820 -0.26926
C33 4.80164 -2.78144 -0.98773
F4 4.01296 -2.75358 -2.06596
F5 6.07490 -2.71750 -1.42397
F6 4.65943 -3.98887 -0.42555
C34 4.60103 -1.94816 1.48766
F7 5.88170 -2.03395 1.86851
F8 3.99011 -3.08978 1.81732
F9 4.02467 -0.98698 2.24124

Results
- Spin multiplicity: 6
- HOMO-LUMO gap (alpha / beta): 7.39 / 7.46 eV
- HOMO (alpha / beta): -7.25 / -7.32 eV

Here are the Löwdin charges for atoms 1 to 4, given in e:
1. Mn 0.7883
2. O -0.3545
3. P 0.7503
4. C -0.2691

---

Record 4
The following is a quantum chemistry calculation of C21H36F3N6O6PS2 as an isolated structure in a non-equilibrium geometry, from the Open Molecules 2025 dataset.

Element x y z (Å)
C1 -2.82929 3.38896 3.11683
C2 -3.00047 2.65326 2.19559
C3 -3.01488 1.75605 1.05847
C4 -2.33387 0.40402 1.37677
C5 -0.80141 0.60819 1.31787
N1 -0.21741 0.20727 0.05524
C6 0.82077 1.06103 -0.47391
C7 0.50510 2.54798 -0.61237
C8 0.25093 2.88940 -2.10165
C9 -0.57873 4.18623 -2.21217
C10 -2.04421 3.93044 -2.53794
N2 -2.22645 3.03803 -3.70070
C11 2.07534 0.79442 0.36466
N3 2.54520 -0.63139 0.26589
C12 2.65834 -1.10131 1.72080
C13 3.95804 -0.66746 -0.22125
C14 4.21183 0.08125 -1.52677
F1 5.16001 -0.57226 -2.27947
C15 1.55018 -1.61615 -0.35425
P1 1.86505 -2.20851 -2.07685
N4 0.97594 -3.40976 -2.42598
O1 3.43205 -2.67995 -2.16681
O2 1.61431 -0.99467 -3.12541
C16 0.06688 -1.22909 -0.00584
C17 -1.00353 -1.88004 -0.85357
C18 -1.70716 -2.97879 -0.39649
C19 -2.66332 -3.53074 -1.23597
N5 -2.96267 -3.11490 -2.46341
C20 -2.28442 -2.03899 -2.89153
C21 -1.32692 -1.42461 -2.11711
H1 -2.74827 4.04759 3.94224
H2 -4.05829 1.58800 0.78545
H3 -2.53647 2.20163 0.18761
H4 -2.62287 0.12203 2.38333
H5 -2.67789 -0.27806 0.60693
H6 -0.63658 1.64757 1.59065
H7 -0.37270 0.02789 2.13011
H8 1.02990 0.70801 -1.48840
H9 1.37101 3.12771 -0.29008
H10 -0.38020 2.86220 -0.07354
H11 -0.38713 2.09902 -2.49088
H12 1.18380 2.97496 -2.65039
H13 -0.55575 4.71480 -1.26022
H14 -0.17095 4.85198 -2.97134
H15 -2.48885 4.90414 -2.76649
H16 -2.61365 3.56023 -1.68977
H17 -2.21608 3.60066 -4.54422
H18 -3.18124 2.69736 -3.66336
H19 2.84765 1.51893 0.11085
H20 1.80144 1.01693 1.39050
H21 1.68115 -1.19253 2.18606
H22 3.19178 -2.04632 1.74068
H23 3.22016 -0.37149 2.29058
H24 4.29865 -1.69645 -0.23284
H25 4.55871 -0.19456 0.54822
H26 3.30495 0.26453 -2.10203
H27 4.63583 1.05581 -1.29357
H28 1.71634 -2.54344 0.18704
H29 1.51612 -4.24214 -2.61884
H30 3.80019 -2.38785 -3.01114
H31 2.36142 -0.90194 -3.73003
H32 -0.09743 -1.62596 0.99820
H33 -1.53018 -3.39128 0.58603
H34 -3.22357 -4.38083 -0.86127
H35 -2.51017 -1.67409 -3.88260
H36 -0.80949 -0.56315 -2.52014
N6 -0.36920 -2.60018 5.62043
S1 -1.83587 -2.42337 6.23168
O3 -2.88318 -2.96248 5.43055
O4 -2.06793 -1.18839 6.90033
F2 -1.69051 -3.46928 7.41011
S2 -0.10750 -1.76128 4.34150
O5 1.07896 -2.17995 3.64095
O6 -0.31244 -0.34832 4.42488
F3 -1.25553 -2.22841 3.32200

Results
- HOMO-LUMO gap: 8.38 eV
- HOMO: -9.13 eV

Here are the Löwdin charges for atoms 1 to 4, given in e:
1. C 0.1238
2. C -0.1531
3. C -0.2123
4. C -0.1179

---

Record 5
The following is a quantum chemistry calculation of a 4-piece molecular cluster, C41H93NOP2 overall in a non-equilibrium geometry, from the Open Molecules 2025 dataset.

Element x y z (Å)
O1 -36.28038 36.56451 -20.26988
H1 -35.66771 35.82325 -20.44222
C1 -41.46113 34.00536 -14.38605
C2 -41.41996 34.89748 -15.57108
C3 -40.20416 35.86055 -15.69978
C4 -38.92735 35.03830 -16.14112
P1 -37.30651 35.48557 -15.20355
C5 -35.82496 34.64953 -15.87727
C6 -36.14124 33.52848 -16.90801
C7 -35.01810 32.96093 -17.63689
C8 -34.01702 32.29542 -16.66226
C9 -37.70643 34.73765 -13.55975
C10 -36.65031 35.02687 -12.53286
C11 -36.89986 34.57267 -11.05581
C12 -35.51358 34.51611 -10.33378
C13 -37.07182 37.24434 -15.06675
C14 -38.12425 38.21432 -14.60367
C15 -37.52611 39.45545 -13.99058
C16 -38.58109 40.48087 -13.68651
H2 -42.19082 33.22877 -14.61530
H3 -41.74095 34.53194 -13.47363
H4 -40.54478 33.42341 -14.28731
H5 -42.34222 35.47813 -15.59075
H6 -41.59963 34.37182 -16.50890
H7 -40.05150 36.49927 -14.82981
H8 -40.39805 36.57382 -16.50088
H9 -38.78272 35.15853 -17.21477
H10 -38.99574 33.96285 -15.97732
H11 -35.02398 34.46141 -15.16235
H12 -35.24712 35.44633 -16.34558
H13 -36.87615 33.90000 -17.62214
H14 -36.62517 32.65796 -16.46518
H15 -34.55944 33.71564 -18.27574
H16 -35.37595 32.20630 -18.33731
H17 -34.00301 32.74295 -15.66847
H18 -33.04503 32.41896 -17.13982
H19 -34.35753 31.26127 -16.61053
H20 -37.88321 33.67019 -13.69159
H21 -38.66009 35.06270 -13.14386
H22 -36.53377 36.10671 -12.44101
H23 -35.82422 34.44951 -12.94803
H24 -37.33100 33.57274 -11.00723
H25 -37.53368 35.23484 -10.46599
H26 -35.12486 35.44692 -9.92076
H27 -34.80215 34.00320 -10.98101
H28 -35.61194 33.96106 -9.40085
H29 -36.86194 37.42551 -16.12089
H30 -36.15317 37.28392 -14.48142
H31 -38.77083 37.74520 -13.86207
H32 -38.89010 38.36408 -15.36469
H33 -36.94877 40.02247 -14.72084
H34 -36.96977 39.30233 -13.06584
H35 -38.11944 41.45391 -13.51863
H36 -39.28025 40.35858 -12.85929
H37 -39.20291 40.56970 -14.57732
C17 -44.81945 34.09330 -25.28795
C18 -43.58727 34.92865 -25.84504
C19 -42.32409 35.02930 -24.87692
C20 -41.11496 35.86042 -25.33248
P2 -39.91744 36.09244 -23.94006
C21 -38.70434 37.35768 -24.46452
C22 -37.77763 37.00795 -25.69423
C23 -37.00009 38.18574 -26.20796
C24 -35.72280 37.79972 -26.90159
C25 -41.02470 36.77446 -22.47890
C26 -42.11580 37.91174 -22.70674
C27 -41.75428 39.28961 -23.13360
C28 -40.73106 40.02049 -22.20798
C29 -39.32763 34.43476 -23.61849
C30 -38.25452 33.90702 -24.56327
C31 -37.84757 32.46481 -24.26677
C32 -38.64409 31.43876 -24.97933
H38 -45.58610 34.62891 -24.72807
H39 -44.48480 33.25952 -24.67074
H40 -45.39682 33.57950 -26.05656
H41 -44.01334 35.92342 -25.97539
H42 -43.07209 34.63900 -26.76090
H43 -42.12336 33.97684 -24.67662
H44 -42.77285 35.37672 -23.94632
H45 -41.36456 36.88691 -25.60106
H46 -40.59829 35.38777 -26.16780
H47 -38.07246 37.58260 -23.60531
H48 -39.27503 38.26007 -24.68385
H49 -38.41251 36.62808 -26.49468
H50 -37.03851 36.21794 -25.56127
H51 -36.75522 38.79716 -25.33946
H52 -37.75866 38.78039 -26.71695
H53 -35.02429 37.10734 -26.43170
H54 -35.25343 38.77968 -26.98805
H55 -35.81366 37.40408 -27.91318
H56 -40.35769 37.07139 -21.66956
H57 -41.65678 35.89980 -22.32548
H58 -42.75914 37.92829 -21.82701
H59 -42.70515 37.66563 -23.59002
H60 -42.71660 39.80105 -23.11194
H61 -41.34755 39.38448 -24.14041
H62 -39.81514 39.43870 -22.10444
H63 -41.26502 40.23679 -21.28267
H64 -40.36159 40.97639 -22.57927
H65 -40.19482 33.78870 -23.75518
H66 -39.01608 34.47134 -22.57461
H67 -37.33662 34.49322 -24.60720
H68 -38.59871 33.88743 -25.59732
H69 -37.74855 32.30550 -23.19303
H70 -36.84470 32.43032 -24.69239
H71 -38.72749 31.67118 -26.04099
H72 -39.64368 31.31440 -24.56284
H73 -38.27639 30.42699 -24.80840
C33 -34.72495 41.64112 -19.51744
C34 -33.77441 42.21100 -20.53576
C35 -32.56784 41.24419 -20.58273
C36 -32.76314 39.62716 -20.62276
N1 -31.37133 38.93785 -20.95595
C37 -30.77541 39.35347 -22.33610
C38 -30.59574 38.10809 -23.15408
C39 -31.62083 37.15328 -22.62528
C40 -31.63431 37.45728 -21.13094
C41 -30.30578 39.08303 -19.75566
H74 -34.30239 41.22349 -18.60359
H75 -35.22827 40.75433 -19.90265
H76 -35.50382 42.35016 -19.23687
H77 -33.31399 43.17075 -20.30126
H78 -34.27686 42.35757 -21.49188
H79 -32.00286 41.24155 -19.65058
H80 -31.90547 41.49156 -21.41229
H81 -33.48512 39.33384 -21.38487
H82 -33.08449 39.35015 -19.61872
H83 -29.98847 40.09839 -22.21819
H84 -31.68655 39.76046 -22.77461
H85 -29.59363 37.73734 -22.93861
H86 -30.47072 38.13165 -24.23663
H87 -31.52544 36.14298 -23.02316
H88 -32.61176 37.29486 -23.05669
H89 -30.76714 36.90863 -20.76337
H90 -32.51635 37.15535 -20.56620
H91 -30.76144 38.65331 -18.86358
H92 -29.87568 40.08366 -19.71253
H93 -29.41129 38.56483 -20.10129

Results
- Charge: +2
- HOMO-LUMO gap: 6.37 eV
- HOMO: -9.70 eV

Here are the Löwdin charges for atoms 1 to 4, given in e:
1. O -0.6867
2. H -0.2387
3. C -0.1115
4. C -0.2801

---

| no. | total energy (eV) |
| --- | --- |
| 1 | -75860.9850 |
| 2 | -109659.1783 |
| 3 | -128509.7929 |
| 4 | -82694.2692 |
| 5 | -66122.2990 |